{
  "formula": "C5H15N2",
  "method": "the ωB97M-V functional and the def2-TZVPD basis",
  "lumo_ev": [-5.58, -4.19],
  "mol_weight_g_mol": 103.19,
  "orbital_gap_ha": [0.235, 0.360],
  "homo_energy_ev": [-12.0, -14.0],
  "charge": 1,
  "e_above_lowest_kcal_mol": 156.11,
  "species": ["C", "C", "C", "C", "C", "N", "N", "H", "H", "H", "H", "H", "H", "H", "H", "H", "H", "H", "H", "H", "H", "H"],
  "xyz": [[0.65376, -2.01363, -2.25392], [-0.65368, 0.18769, 1.80815], [-0.99456, 1.60132, -0.12947], [0.97602, 1.91583, 1.14801], [-0.26903, -2.54504, -1.20168], [0.56103, -0.16154, -0.14923], [0.00509, 0.85621, 0.66835], [0.37235, -1.00608, -2.44744], [1.61024, -2.06456, -1.90383], [0.34339, -2.63686, -3.20623], [0.01645, -0.43420, 2.47192], [-0.92984, 0.83693, 2.56959], [-1.53449, -0.39063, 1.47347], [-0.39580, 2.31449, -0.85095], [-1.45617, 0.92786, -0.72156], [-1.69014, 2.33180, 0.47714], [0.21458, 2.75730, 1.44471], [1.58125, 1.53657, 2.06058], [1.69977, 2.26326, 0.28107], [-1.31763, -2.50468, -1.49861], [-0.11204, -3.20634, -0.42286], [1.31947, -0.56570, 0.38278]],
  "nbo_charge": [-0.690, -0.433, -0.410, -0.437, 0.004, -0.540, -0.130, 0.267, 0.227, 0.273, 0.241, 0.227, 0.243, 0.240, 0.226, 0.247, 0.239, 0.243, 0.266, 0.181, 0.188, 0.328]
}